Below is a molecular structure, C36H32CuN2O3P2STe in a non-equilibrium geometry, with properties calculated with ωB97M-V/def2-TZVPD.

Calculated values
Lowest unoccupied orbital energy (spin up / spin down): 3.9 / 3.6 eV
ΔE to the lowest compared entry with this formula, charge and spin: 37.2 kcal/mol

```
! wB97M-V def2-TZVPD RIJCOSX def2/J DEFGRID3
* xyz -2 2
H -2.16 2.71 -4.70
C 1.60 -4.80 0.58
H 3.04 -0.64 1.36
C -0.63 -3.54 -0.47
C -3.78 -0.89 2.77
C -2.60 2.08 -3.94
C -4.27 1.39 1.25
C -3.63 1.21 -4.26
H 2.44 -5.32 1.01
N 0.33 -1.40 0.06
H -1.85 3.24 1.38
H 4.12 -2.92 -1.66
O 1.58 -7.51 -1.35
C 2.60 1.13 4.20
C -2.11 2.13 -2.65
H 3.29 3.04 -1.90
O 1.45 -7.76 1.09
H -1.50 -3.03 -0.87
H 1.59 1.31 -1.84
P 4.05 1.71 -0.12
H 1.83 5.56 -1.57
Cu 0.21 1.55 1.29
H -2.02 -1.08 1.57
C -3.06 0.74 1.11
C 1.26 4.81 -1.05
C -5.23 0.93 2.14
C 3.01 0.21 2.02
P -1.78 1.29 -0.04
C 0.39 -2.77 0.10
H -1.29 2.80 -2.41
H -6.18 1.43 2.23
C -0.52 -4.91 -0.52
C -4.97 -0.22 2.89
C -2.73 -0.36 1.96
H 3.00 3.23 4.41
N 0.73 2.90 -0.01
H 4.92 -0.94 -0.40
H 2.29 -2.82 1.08
H 0.94 -0.88 0.68
C 3.31 0.31 -1.03
C 1.74 -0.70 -2.55
H -0.58 -0.97 -0.07
C 3.58 -1.99 -1.72
C 0.59 -5.54 0.00
H 2.11 -2.74 -3.08
C 2.16 0.40 -1.81
H 3.64 3.53 2.06
C 4.02 -0.89 -1.00
S 0.77 -7.33 -0.14
H -2.55 3.65 -0.20
C 2.61 0.05 3.34
C 2.98 2.38 3.74
H -0.82 5.61 -1.04
H 2.29 -0.93 3.67
H 2.28 0.99 5.23
O -0.59 -7.86 -0.26
C 3.16 3.19 -0.82
H -4.49 2.25 0.62
C -4.18 0.41 -3.26
H -4.12 -0.16 -1.20
H -5.73 -0.61 3.55
H -4.01 1.16 -5.27
C -2.65 1.33 -1.64
H -1.30 -5.53 -0.95
C -1.73 3.12 0.30
C -3.69 0.46 -1.97
H 3.82 4.05 -0.57
H 0.85 -0.63 -3.15
C 2.45 -1.89 -2.50
H -3.60 -1.79 3.32
C 3.35 2.55 2.42
C -0.12 4.83 -0.81
Te -1.09 0.65 3.44
H -5.00 -0.25 -3.50
C -0.41 3.64 -0.17
C 1.75 3.61 -0.56
C 3.34 1.47 1.54
C 1.51 -3.42 0.63
*
```

Below is 6 unconnected molecules or ions with the total composition C36H32N4O8 in a non-equilibrium geometry, with properties calculated with ωB97M-V/def2-TZVPD.

Calculated values
Lowest unoccupied orbital energy (spin up / spin down): 0.4 / 0.4 eV

```
! wB97M-V def2-TZVPD RIJCOSX def2/J DEFGRID3
* xyz -1 2
C -0.29 2.74 -3.72
H -6.09 1.79 3.48
C 1.17 -0.53 0.75
C 1.32 -6.18 2.33
O -0.78 -4.11 0.56
H 4.13 -5.69 0.50
H -1.06 0.75 -2.84
H 2.01 -1.15 0.45
H -4.14 -2.53 1.84
O -2.98 0.50 -7.24
H 1.17 -1.37 2.77
C 1.23 -4.94 2.91
C 2.39 -6.41 1.42
H -2.21 0.20 -4.95
H 2.46 -7.39 0.98
C -0.37 0.10 2.54
H -3.97 0.79 4.67
C 0.38 -1.85 -3.40
C -5.62 0.87 3.18
C 3.33 -5.46 1.19
H -1.65 -2.21 -2.68
C 1.76 5.33 1.40
H 2.54 -1.39 -3.48
H 4.62 3.92 2.68
C -1.02 1.49 -3.64
C -0.89 1.02 1.65
H 0.10 4.61 -4.76
C 0.38 0.21 -0.16
N 4.26 -3.21 1.51
C 0.69 -0.70 2.07
H 2.18 -3.04 3.13
C -4.46 0.35 3.82
H -2.96 -1.27 3.55
O 5.30 -3.54 0.95
N 0.56 5.03 0.63
C -1.72 1.15 -4.79
C -1.01 3.27 -5.87
C -0.29 3.60 -4.75
H -1.16 3.97 -6.68
O 4.05 -2.03 1.94
H 0.61 -6.95 2.58
C 2.66 4.37 1.73
H 0.11 3.02 -2.76
O -2.33 -4.13 -0.93
C -4.61 -1.63 2.21
H 3.46 7.94 2.85
N -1.14 -3.88 -0.55
C 2.16 -3.97 2.58
H 5.06 6.21 3.31
H 0.55 -0.01 -1.20
C 1.24 -3.34 -1.16
C -0.63 1.10 0.33
O -2.32 2.40 -8.23
H 0.01 -1.26 -4.22
H 0.46 -4.65 3.60
H -1.69 1.67 1.96
H 1.29 7.42 1.79
C 1.72 -1.87 -2.97
C -5.73 -1.03 1.62
N -2.33 1.60 -7.22
H 2.44 3.35 1.45
C 1.99 6.61 1.96
C -0.59 -2.35 -2.52
H 3.16 -2.82 -1.71
C -0.17 -3.18 -1.42
C 4.13 5.95 2.82
H -1.24 1.75 -0.28
C 3.84 4.64 2.52
C -6.28 0.16 2.17
C -1.71 2.00 -5.92
H -0.65 0.03 3.58
C -3.92 -0.90 3.22
C 3.16 6.94 2.58
C 3.26 -4.19 1.79
H 1.63 -4.01 -0.41
C 2.12 -2.69 -1.98
O 0.23 3.85 0.41
H -7.05 0.60 1.54
H -6.21 -1.44 0.74
O -0.07 5.99 0.23
*
```

Below is a molecular structure, C36H33BCl2N12O7SW in a non-equilibrium geometry, with properties calculated with ωB97M-V/def2-TZVPD.

Calculated values
Lowest unoccupied orbital energy: -2.1 eV
ΔE to the lowest compared entry with this formula, charge and spin: 95.2 kcal/mol

```
! wB97M-V def2-TZVPD RIJCOSX def2/J DEFGRID3
* xyz 0 1
O -0.10 2.24 2.74
C -1.21 -2.09 0.71
N 1.37 1.65 0.50
C -1.44 -5.93 -6.03
H -5.76 5.16 -0.53
H 0.60 -0.36 -6.65
C -1.38 -1.15 1.85
H 3.27 4.96 -4.72
C -0.36 -2.34 -4.07
C 2.89 3.09 -3.73
C -2.68 3.36 1.81
C -0.71 -3.51 -4.72
C -0.60 -3.54 -6.11
C 0.24 -1.23 -6.12
H 3.14 0.66 -1.40
S -1.09 1.22 2.77
N -2.46 -0.22 -1.11
C 0.78 2.33 -2.89
N 3.01 0.35 1.63
O -0.38 -1.61 -0.21
C -4.41 -1.56 -1.00
C -3.11 -1.34 -1.41
C -2.09 -4.43 -7.90
H -4.92 -2.47 -1.26
H 1.09 -5.50 -7.03
N 1.35 1.46 -2.05
C 1.50 3.15 -3.72
H -2.55 -2.09 -1.95
H 0.02 -6.15 -8.28
C -4.81 1.44 1.28
C -2.80 3.35 -0.65
C 2.43 1.55 1.31
H 0.62 -4.50 -8.41
C -3.05 0.74 -0.39
H -1.06 -4.36 -4.14
C -4.31 0.55 0.17
C -0.96 -4.78 -6.92
N 1.19 3.00 0.34
C 0.27 -5.26 -7.71
H -4.43 4.77 1.92
C -4.18 3.74 -0.11
H 3.80 0.37 2.25
C 2.89 -0.71 0.78
H -0.67 -6.24 -5.32
C -2.20 1.99 -0.36
H -2.38 -5.32 -8.47
H -2.44 -1.15 2.11
H -5.97 -0.79 0.26
H 3.74 3.53 -5.64
H -0.84 -1.55 2.71
H -0.03 -2.43 -7.85
C 2.69 1.38 -2.07
C -4.05 3.91 1.39
N 2.07 3.60 1.04
O -0.39 -2.07 -2.73
N 2.21 -1.97 -0.84
H 0.98 3.85 -4.36
N 3.67 -1.76 0.77
C -2.69 2.00 2.45
C -3.74 1.21 2.33
H -2.97 -4.07 -7.37
H -4.17 5.60 -1.16
N 2.88 2.72 1.67
O -0.97 1.69 -0.97
H -5.12 4.33 -1.95
H -1.78 -3.66 -8.61
C -4.85 4.77 -0.98
C 0.10 -1.24 -4.75
N -0.86 0.17 1.47
C -4.99 -0.62 -0.16
N 1.94 -0.77 -0.18
C -0.13 -2.40 -6.77
O -1.27 0.40 3.93
H -5.77 1.06 1.61
H 4.73 4.05 -4.28
H -2.34 -5.67 -5.48
N 3.21 -2.50 -0.27
H -2.46 3.87 -1.54
H -0.87 3.46 0.51
H -0.30 2.37 -2.87
C 3.48 2.16 -2.88
Cl -6.72 3.31 0.96
H -3.73 0.21 2.76
C -5.00 2.89 0.87
O -1.75 -3.15 0.60
H -1.67 -6.80 -6.66
W 0.12 0.24 -0.51
C 3.71 3.96 -4.64
B 0.08 -0.78 -2.59
Cl -1.92 4.60 2.86
H 4.55 2.05 -2.83
C -1.92 3.18 0.53
O 0.39 -0.24 -3.83
*
```

Below is a molecular structure, C36H33BCrN8PS, with properties calculated with ωB97M-V/def2-TZVPD.

Calculated values
Lowest unoccupied orbital energy (spin up / spin down): -0.2 / -0.3 eV
ΔE to the lowest compared entry with this formula, charge and spin: 29.2 kcal/mol

```
! wB97M-V def2-TZVPD RIJCOSX def2/J DEFGRID3
* xyz 0 2
C -5.63 0.16 -2.55
H -6.08 -1.92 0.07
N 0.83 2.22 2.57
C 2.20 -1.08 3.36
P -1.75 0.07 -1.11
C 1.93 2.29 -2.04
C -1.40 1.96 -3.26
H 3.03 2.11 1.97
C 0.53 2.81 3.73
Cr 0.54 -0.44 1.01
H 2.09 3.85 1.69
H -7.35 -0.86 -1.77
C -0.11 -3.19 -3.96
C -6.28 -0.68 -1.66
C -4.27 0.40 -2.41
C -1.10 -2.36 -4.38
H -1.54 -2.47 -5.36
H -1.38 1.13 -3.95
C -1.58 -1.37 -3.51
H -1.11 2.44 5.17
C -0.91 1.21 3.33
C 1.48 -2.93 -0.11
C 1.40 -4.03 -2.24
N 1.11 1.13 -0.30
H 2.59 3.95 -0.68
S -1.45 -1.59 1.59
C 4.88 -0.19 0.30
C -1.50 2.80 -1.02
C 0.62 -1.92 -0.48
H 0.25 -3.99 -4.60
C -1.37 4.10 -1.49
H 0.96 0.30 -2.22
H -1.34 4.93 -0.80
C 0.45 -3.07 -2.66
H 1.89 -2.94 0.89
N 0.13 -1.83 3.75
H 3.01 -2.35 4.88
C -4.21 -1.03 -0.49
N -1.99 -2.62 3.97
H -3.78 1.08 -3.10
C -3.54 -0.20 -1.39
C 2.59 -1.35 4.78
C 3.52 -0.28 0.12
H 2.57 -4.73 -0.61
C -1.03 -2.05 3.20
B 1.99 2.65 1.64
N 1.65 2.29 0.16
H 3.07 -0.16 -0.85
H -1.15 5.34 -3.23
C 0.03 -2.03 -1.79
H 4.91 -0.74 3.62
C -1.26 4.32 -2.86
C 1.88 -3.98 -0.97
C -0.59 2.20 4.26
C -5.57 -1.27 -0.63
H 1.70 -4.81 -2.92
C 1.30 1.12 -1.62
H -1.72 0.51 3.33
H -1.69 -3.05 4.84
H -1.56 2.62 0.05
C 3.18 -0.68 2.36
H 3.33 -0.63 5.12
H 1.71 -1.29 5.41
C -1.27 3.25 -3.74
C -1.52 1.72 -1.89
H -3.67 -1.49 0.32
H -2.42 -0.76 -3.82
H -1.17 3.43 -4.80
H 2.18 2.59 -3.04
N 1.02 -1.26 2.89
H -6.18 0.64 -3.35
H 5.52 -0.01 -0.56
N -0.05 1.23 2.31
N 2.67 -0.50 1.13
H 1.11 3.65 4.08
C -1.03 -1.16 -2.27
C 2.13 3.00 -0.87
H 6.47 -0.26 1.75
C 4.54 -0.59 2.62
H -2.82 -2.98 3.53
C 5.40 -0.34 1.57
*
```

Sequential total energy output: -128322.080, -60178.689, -108462.816, -99011.402 eV